Arrangement P

The following is a DFT calculation (the ωB97M-V functional and the def2-TZVPD basis) of a molecular structure, C4H6LaO3.

Positions of all 14 atoms, in Å:
O: -0.024 0.115 -0.336
C: 1.194 -0.278 0.042
C: 1.521 -1.711 0.170
H: 2.578 -1.828 0.418
H: 0.891 -2.161 0.951
H: 1.288 -2.226 -0.772
C: -1.747 4.039 0.608
O: -2.788 4.313 0.914
La: 0.678 2.762 -0.256
O: 1.882 0.676 0.411
C: -1.166 -0.779 -0.499
H: -1.323 -1.362 0.413
H: -2.019 -0.133 -0.708
H: -0.965 -1.428 -1.356

The spin multiplicity is 1. As for the LUMO energy: -15.1630 eV. The net charge is +3.

Arrangement Q

The following is a DFT calculation (the ωB97M-V functional and the def2-TZVPD basis) of a molecular structure, C4H6LaO3.

Positions of all 14 atoms, in Å:
C: -1.593 -2.938 2.060
C: -1.522 -1.669 1.967
O: -1.560 -4.148 2.231
H: -1.201 -1.251 0.978
H: -1.969 -1.033 2.738
H: -2.282 -4.666 1.812
O: 0.565 0.294 -0.652
C: 0.484 1.463 -0.370
O: 1.125 2.412 -1.202
La: -0.117 3.741 0.710
C: 1.879 2.015 -2.356
H: 2.691 1.345 -2.052
H: 1.218 1.504 -3.066
H: 2.281 2.931 -2.797

The spin multiplicity is 1. As for the LUMO energy: -13.4602 eV. The net charge is +3.

Name the least stable of them. arrangement Q.

Arrangement P

The following is a DFT calculation (the ωB97M-V functional and the def2-TZVPD basis) of a single CH5NOS molecule.

Positions of all 9 atoms, in Å:
C: 0.518 0.547 -0.140
S: -0.571 -0.212 1.042
N: -2.233 -0.144 0.402
O: -0.645 0.430 2.316
H: 0.147 1.577 -0.396
H: 1.455 0.730 0.377
H: 0.438 -0.057 -0.966
H: -0.042 -1.721 1.197
H: -2.310 -0.691 -0.369

The spin multiplicity is 1. Its SMILES is C[S@H](=N)=O. As for the LUMO energy: -0.0827 eV.

Arrangement Q

The following is a DFT calculation (the ωB97M-V functional and the def2-TZVPD basis) of 2 unconnected molecules or ions with the total composition CH5NOS.

Positions of all 9 atoms, in Å:
N: -0.779 0.011 -2.125
C: -0.048 -0.209 -1.043
O: -0.502 0.118 0.109
H: -1.645 0.473 -1.973
H: -0.608 -0.449 -2.988
H: 0.867 -0.852 -1.039
S: 1.526 0.027 3.176
H: 0.586 -0.077 2.175
H: 0.603 0.958 3.708

The spin multiplicity is 1. Its SMILES is NC=O.S. As for the LUMO energy: 0.7889 eV.

Arrangement R

The following is a DFT calculation (the ωB97M-V functional and the def2-TZVPD basis) of 2 unconnected molecules or ions with the total composition CH5NOS.

Positions of all 9 atoms, in Å:
N: -0.031 2.241 -0.889
C: -0.490 1.121 -0.206
O: -1.603 1.032 0.236
H: 0.714 2.025 -1.528
H: -0.134 3.155 -0.484
H: 0.235 0.304 -0.348
S: 0.111 -2.918 1.281
H: 0.184 -4.221 1.676
H: 1.012 -2.739 0.262

The spin multiplicity is 1. Its SMILES is NC=O.S. As for the LUMO energy: 0.6748 eV.

Name the least stable of them. arrangement P.

Arrangement P

The following is a DFT calculation (the ωB97M-V functional and the def2-TZVPD basis) of 3 unconnected molecules or ions with the total composition C2H10O2S2.

Positions of all 16 atoms, in Å:
C: -1.400 1.253 0.248
C: -2.172 0.277 -0.610
S: -1.481 0.268 -2.340
S: -2.500 -1.320 -3.003
H: -1.721 2.246 -0.069
H: -0.326 1.092 0.133
H: -1.571 1.204 1.323
H: -3.224 0.581 -0.566
H: -2.151 -0.763 -0.283
H: -1.490 -1.770 -3.769
H: 1.103 -1.080 1.770
H: 2.499 -1.805 1.903
O: 1.538 -1.915 1.795
H: 3.950 1.171 1.573
H: 4.738 0.303 0.554
O: 4.210 0.257 1.341

The spin multiplicity is 2. As for the LUMO energy (alpha / beta): -4.7708 / -8.2731 eV. The net charge is +1.

Arrangement Q

The following is a DFT calculation (the ωB97M-V functional and the def2-TZVPD basis) of 3 unconnected molecules or ions with the total composition C2H10O2S2.

Positions of all 16 atoms, in Å:
C: 1.376 0.809 -0.384
S: 0.643 0.088 1.096
S: -1.397 0.088 0.854
C: -1.643 1.876 0.575
H: 1.264 1.900 -0.390
H: 0.998 0.451 -1.339
H: 2.448 0.670 -0.231
H: -0.751 2.445 0.829
H: -2.322 2.247 1.350
H: -2.012 2.017 -0.430
H: -1.716 -1.134 -2.742
H: -1.357 -0.851 -1.352
O: -0.951 -1.012 -2.191
H: 1.981 -3.777 0.956
H: 1.657 -2.444 1.591
O: 1.784 -3.373 1.810

The spin multiplicity is 2. As for the LUMO energy (alpha / beta): -4.9890 / -8.6734 eV. The net charge is +1.

Name the least stable of them. arrangement Q.

Arrangement P

The following is a DFT calculation (the ωB97M-V functional and the def2-TZVPD basis) of 2 unconnected molecules or ions with the total composition C3H13N2O.

Positions of all 19 atoms, in Å:
N: 0.016 0.587 1.261
C: -0.797 1.361 0.286
C: -1.462 0.475 -0.740
N: -2.202 1.260 -1.778
H: -0.555 -0.147 1.665
H: 0.923 0.147 0.911
H: 0.260 1.198 2.044
H: -1.535 1.965 0.895
H: -0.058 2.049 -0.197
H: -0.703 -0.135 -1.318
H: -2.097 -0.213 -0.115
H: -2.477 0.554 -2.522
H: -3.121 1.593 -1.437
C: 2.195 -2.151 0.215
O: 2.262 -0.679 0.506
H: 2.103 -2.304 -0.876
H: 3.075 -2.685 0.629
H: 1.263 -2.523 0.720
H: 2.908 -0.352 -0.147

The spin multiplicity is 1. As for the LUMO energy: -3.2139 eV. The net charge is +1.

Arrangement Q

The following is a DFT calculation (the ωB97M-V functional and the def2-TZVPD basis) of 2 unconnected molecules or ions with the total composition C3H13N2O.

Positions of all 19 atoms, in Å:
N: -0.618 2.080 1.989
C: -0.162 1.039 0.982
C: -0.923 1.190 -0.343
N: -0.134 0.563 -1.391
H: -0.319 3.015 1.711
H: -1.633 2.074 2.066
H: -0.228 1.900 2.917
H: 0.893 1.194 0.813
H: -0.332 0.077 1.451
H: -1.885 0.691 -0.269
H: -1.117 2.257 -0.527
H: -0.728 0.064 -2.039
H: 0.368 1.257 -1.926
C: 0.815 -3.075 -0.844
O: 1.942 -2.637 -1.598
H: 0.913 -2.822 0.216
H: -0.086 -2.617 -1.243
H: 0.730 -4.152 -0.931
H: 2.504 -2.099 -1.032

The spin multiplicity is 1. As for the LUMO energy: -3.9567 eV. The net charge is +1.

Name the least stable of them. arrangement Q.

Arrangement P

The following is a DFT calculation (the ωB97M-V functional and the def2-TZVPD basis) of 2 unconnected molecules or ions with the total composition C3H13N2O.

Positions of all 19 atoms, in Å:
N: 0.755 1.491 0.622
C: -0.684 1.221 0.471
C: -1.142 0.739 -0.895
N: -0.406 -0.446 -1.198
C: -0.616 -1.617 -0.302
H: 1.315 0.996 -0.106
H: 1.040 2.469 0.639
H: 1.077 0.956 1.430
H: -1.014 0.403 1.140
H: -1.301 2.059 0.777
H: -2.219 0.581 -0.978
H: -0.845 1.467 -1.708
H: -0.432 -0.828 -2.128
H: -0.322 -2.403 -1.003
H: -1.710 -1.646 -0.056
H: -0.276 -1.532 0.727
H: 1.925 -1.576 0.097
H: 2.794 -1.214 1.549
O: 2.060 -1.121 0.921

The spin multiplicity is 1. As for the LUMO energy: -3.2551 eV. The net charge is +1.

Arrangement Q

The following is a DFT calculation (the ωB97M-V functional and the def2-TZVPD basis) of 2 unconnected molecules or ions with the total composition C3H13N2O.

Positions of all 19 atoms, in Å:
N: -0.705 1.051 -0.871
C: 0.556 0.641 -0.045
C: 1.524 -0.012 -0.987
C: 0.041 -0.067 1.228
N: 1.036 0.110 2.261
H: -1.198 1.657 -0.216
H: -1.451 0.394 -1.143
H: -0.367 1.653 -1.623
H: 0.928 1.594 0.307
H: 1.136 -1.031 -1.173
H: 2.499 -0.209 -0.534
H: 1.622 0.530 -1.924
H: -0.966 0.241 1.505
H: -0.028 -1.114 0.926
H: 1.988 -0.067 1.982
H: 0.937 -0.575 2.996
H: -2.155 -1.999 -1.475
H: -3.098 -1.513 -0.365
O: -2.297 -1.283 -0.851

The spin multiplicity is 1. As for the LUMO energy: -3.1832 eV. The net charge is +1.

Name the least stable of them. arrangement P.

Arrangement P

The following is a DFT calculation (the ωB97M-V functional and the def2-TZVPD basis) of 2 unconnected molecules or ions with the total composition C3H13N2O.

Positions of all 19 atoms, in Å:
N: 0.379 1.432 -0.200
C: -0.780 0.408 -0.313
C: -1.695 0.283 0.996
C: -0.141 -1.013 -0.423
N: -0.974 -1.763 -1.217
H: 0.800 1.838 -0.992
H: 1.148 0.950 0.320
H: 0.093 2.278 0.189
H: -1.215 0.754 -1.330
H: -1.086 -0.194 1.845
H: -2.401 -0.586 0.702
H: -2.401 1.079 1.240
H: 0.709 -0.743 -1.031
H: 0.412 -1.210 0.510
H: -0.528 -2.592 -1.593
H: -1.833 -2.032 -0.578
H: 3.382 -0.070 -0.111
H: 3.283 0.883 1.304
O: 2.849 0.297 0.684

The spin multiplicity is 1. As for the LUMO energy: -3.2768 eV. The net charge is +1.

Arrangement Q

The following is a DFT calculation (the ωB97M-V functional and the def2-TZVPD basis) of 2 unconnected molecules or ions with the total composition C3H13N2O.

Positions of all 19 atoms, in Å:
C: 0.733 -0.451 -0.544
C: 0.318 0.857 -1.284
C: -1.252 1.118 -1.418
N: -1.686 1.340 -0.022
N: 0.400 -0.242 0.962
H: -0.065 -1.213 -0.715
H: 1.788 -0.675 -0.625
H: 0.787 1.713 -0.759
H: 0.867 1.051 -2.199
H: -1.664 0.216 -1.831
H: -1.406 1.841 -2.219
H: -1.556 2.280 0.373
H: -2.680 1.179 0.158
H: 0.862 -1.034 1.494
H: -0.610 0.035 0.993
H: 0.974 0.559 1.236
H: 1.825 -2.598 2.784
H: 1.076 -3.428 1.633
O: 1.288 -2.549 1.983

The spin multiplicity is 1. As for the LUMO energy: -2.8513 eV. The net charge is +1.

Name the least stable of them. arrangement P.

Arrangement P

The following is a DFT calculation (the ωB97M-V functional and the def2-TZVPD basis) of 2 unconnected molecules or ions with the total composition C3H4O2S2.

Positions of all 11 atoms, in Å:
O: -0.133 1.707 0.019
C: 0.661 0.911 0.445
S: 2.072 0.301 -0.498
S: 0.497 0.218 2.130
H: 2.717 -0.406 0.311
H: -0.483 1.058 2.299
C: -0.994 -0.866 -0.392
C: -1.073 -0.477 -1.647
O: -1.078 -0.168 -2.774
H: -1.834 -0.563 0.295
H: -0.352 -1.715 -0.188

The spin multiplicity is 1. Its SMILES is O=C(S)S.C=C=O. As for the LUMO energy: 0.3504 eV.

Arrangement Q

The following is a DFT calculation (the ωB97M-V functional and the def2-TZVPD basis) of a single C3H4O2S2 molecule.

Positions of all 11 atoms, in Å:
C: -0.832 1.263 1.007
O: -1.251 0.182 0.143
C: -0.459 -0.745 -0.352
S: -1.088 -2.062 -1.070
C: 1.041 -0.520 -0.246
O: 1.554 -0.086 0.753
S: 2.082 -0.870 -1.646
H: -0.452 0.905 1.979
H: -0.124 1.924 0.500
H: -1.735 1.798 1.123
H: 1.264 -1.789 -2.191

The spin multiplicity is 1. Its SMILES is COC(=S)C(=O)S. As for the LUMO energy: -0.7699 eV.

Name the least stable of them. arrangement P.

Arrangement P

The following is a DFT calculation (the ωB97M-V functional and the def2-TZVPD basis) of 2 unconnected molecules or ions with the total composition C3H4O2S2.

Positions of all 11 atoms, in Å:
C: -2.043 1.261 0.039
C: -1.170 0.109 0.155
C: 2.117 -0.298 -0.359
O: -3.018 1.229 -0.629
O: -0.685 -2.328 0.931
S: -1.701 -1.413 0.524
S: 1.162 0.609 0.820
H: -1.565 2.069 0.582
H: 1.640 0.033 -1.415
H: 2.105 -1.383 -0.269
H: 3.159 0.112 -0.379

The spin multiplicity is 1. As for the LUMO energy: -1.8411 eV.

Arrangement Q

The following is a DFT calculation (the ωB97M-V functional and the def2-TZVPD basis) of a single C3H4O2S2 molecule.

Positions of all 11 atoms, in Å:
C: -1.195 0.075 -1.201
C: 0.106 -0.079 -1.412
C: 0.670 -1.079 1.334
O: 2.046 -1.671 -0.766
O: 2.103 0.665 -0.062
S: -2.000 -0.602 0.189
S: 1.368 -0.584 -0.146
H: -1.789 0.461 -2.053
H: 0.772 0.406 -1.984
H: 0.513 -0.351 2.036
H: 0.156 -1.994 1.204

The spin multiplicity is 1. As for the LUMO energy (alpha / beta): -3.6697 / -3.6760 eV.

Arrangement R

The following is a DFT calculation (the ωB97M-V functional and the def2-TZVPD basis) of a single C3H4O2S2 molecule.

Positions of all 11 atoms, in Å:
O: 0.640 1.348 -0.367
C: 1.312 0.222 -0.154
S: 2.884 0.049 0.132
C: 0.294 -0.921 -0.130
O: -1.038 -0.706 -0.490
C: -1.792 0.080 0.251
S: -3.368 0.289 0.034
H: 1.293 2.028 -0.410
H: 0.595 -1.809 -0.715
H: 0.374 -1.258 0.909
H: -1.194 0.678 0.941

The spin multiplicity is 1. Its SMILES is OC(=S)COC=S. As for the LUMO energy: -0.0994 eV.

Name the least stable of them. arrangement Q.